[1]
65
Properties=species:S:1:pos:R:3 method="wB97M-V/def2-TZVPD" spin_multiplicity=4 s_squared=3.75 total_energy_ha=-3152.094296 max_force_ha_per_bohr=0.0050 total_charge=-1 homo_ev="-3.90 / -5.63" orbital_gap_ev="6.2 / 7.9"
V 1.69509 -0.18193 -0.49151
O 0.41306 1.34766 0.39985
C -1.00896 1.05504 0.40857
C -1.28336 -0.11759 -0.60997
O -2.47006 -0.36422 -0.79783
O -0.26964 -0.66217 -1.12524
C -1.44787 0.56634 1.77517
C -2.80845 0.51744 2.08133
C -3.23440 0.02746 3.30268
C -2.31180 -0.42710 4.23961
C -0.96208 -0.39435 3.93676
C -0.53188 0.09570 2.70814
C -1.69202 2.33894 -0.03665
C -1.97238 3.34539 0.88113
C -2.47876 4.56822 0.46115
C -2.71022 4.79748 -0.88643
C -2.43014 3.79782 -1.80925
C -1.92456 2.57773 -1.38807
H 0.66942 1.70369 1.26080
H -3.52390 0.84473 1.33945
H -4.29394 -0.00873 3.52442
H -2.64841 -0.81405 5.19333
H -0.23121 -0.76514 4.64426
H 0.52296 0.05251 2.47290
H -1.80064 3.17018 1.93675
H -2.69318 5.34032 1.18971
H -3.10997 5.74828 -1.21667
H -2.61273 3.96654 -2.86338
H -1.71784 1.79788 -2.11004
C 2.77989 3.39731 -4.69911
O 2.42649 2.16981 -4.08043
C 2.35082 2.08130 -2.73487
O 1.96910 1.03500 -2.25538
N 2.70322 3.17041 -2.02327
N 2.64391 3.21950 -0.62308
H 2.68583 3.22773 -5.76762
H 3.81433 3.67338 -4.47781
H 2.10361 4.20208 -4.40333
H 3.13809 3.96047 -2.45820
H 1.66765 3.13170 -0.36213
H 3.13060 2.41053 -0.21994
C -2.63462 -5.87139 -0.92703
C -1.38449 -5.09381 -0.61185
C -1.39977 -4.05487 0.30759
C -0.24834 -3.33186 0.59055
C 0.92853 -3.64576 -0.06267
C 0.96649 -4.68168 -0.98772
C -0.18360 -5.40149 -1.25178
S 2.41476 -2.70853 0.19342
O 2.66305 -2.05955 -1.12150
O 3.45648 -3.61143 0.62186
N 1.98446 -1.58127 1.19082
C 2.99804 -1.07264 2.11128
C 3.60312 0.28144 1.69507
O 4.26962 0.89404 2.52178
O 3.35601 0.67169 0.48979
H -3.49852 -5.44409 -0.41907
H -2.53901 -6.91421 -0.61571
H -2.83698 -5.86590 -1.99962
H -2.32831 -3.78262 0.79528
H -0.25972 -2.51233 1.29534
H 1.89280 -4.90875 -1.50004
H -0.15693 -6.20706 -1.97777
H 3.82782 -1.77305 2.24156
H 2.56345 -0.92815 3.10460

---

[2]
59
Properties=species:S:1:pos:R:3 method="wB97M-V/def2-TZVPD" total_energy_ha=-1488.268425 max_force_ha_per_bohr=0.0170 homo_ev=-8.64 orbital_gap_ev=8.1
C 4.36575 1.80327 -1.16168
C 5.60939 1.39663 -0.38121
C 5.75219 -0.11440 -0.17258
O 4.92197 -0.60558 0.86606
C 3.71042 -1.14786 0.63189
C 3.09181 -1.29297 -0.60924
C 1.83709 -1.86053 -0.69789
C 1.17085 -2.31615 0.43552
C -0.18519 -2.86599 0.38023
O -0.41664 -3.91496 1.15113
C -1.20146 -2.30105 -0.34795
C -2.55338 -2.76272 -0.21282
O -2.92887 -3.75048 0.41176
C -3.42563 -1.76676 -0.95258
O -4.62480 -1.79389 -1.12764
N -2.59518 -0.79140 -1.39876
C -3.05007 0.25901 -2.27472
C -3.36516 1.57621 -1.55969
C -4.50291 1.44079 -0.53102
N -4.01202 1.28569 0.81177
C -3.39503 2.25767 1.54997
C -3.10827 1.69104 2.75700
N -3.53049 0.39999 2.77352
C -4.06861 0.18980 1.60330
C -1.18308 -1.03292 -1.15730
C -0.50471 0.10295 -0.42836
C -0.68450 0.29720 0.93662
C -0.00406 1.32612 1.56323
C 0.83411 2.12381 0.79974
N 1.00531 1.95379 -0.50022
C 0.35285 0.97163 -1.09327
C 1.81090 -2.21356 1.67316
C 3.04894 -1.62745 1.77035
H 3.45487 1.50686 -0.64795
H 4.37084 1.35482 -2.15323
H 4.34210 2.88319 -1.28253
H 6.49875 1.74176 -0.91249
H 5.59862 1.87138 0.60144
H 6.76871 -0.32978 0.17394
H 5.58817 -0.65733 -1.10799
H 3.57354 -0.96102 -1.51424
H 1.38776 -1.98550 -1.67049
H -1.38308 -4.15152 1.09439
H -2.28502 0.43375 -3.03781
H -3.96090 -0.10724 -2.76029
H -3.65263 2.29959 -2.32393
H -2.46870 1.95267 -1.06206
H -5.12135 0.57246 -0.76919
H -5.13275 2.33598 -0.56176
H -3.22495 3.24260 1.16534
H -2.63483 2.12826 3.61323
H -4.51909 -0.73197 1.29473
H -0.68766 -1.16924 -2.13190
H -1.34364 -0.34527 1.50126
H -0.12262 1.49762 2.62039
H 1.39653 2.93576 1.24090
H 0.53211 0.87241 -2.15725
H 1.31099 -2.58115 2.55556
H 3.54275 -1.52601 2.72359

---

[3]
56
Properties=species:S:1:pos:R:3 method="wB97M-V/def2-TZVPD" total_energy_ha=-1584.957929 max_force_ha_per_bohr=0.1265 homo_ev=-7.99 orbital_gap_ev=6.8
C 1.10361 -4.24533 -0.63014
C 0.82195 -4.02013 -2.19429
C 1.22737 -2.54873 -2.74409
C 1.45422 -1.47656 -1.57800
C 0.36005 -0.46160 -1.07388
C -1.05770 -0.48381 -1.81090
C -2.32653 -0.43237 -0.83918
C -3.14670 0.92191 -0.84680
C -4.38069 1.20117 0.04755
C -4.84011 0.07380 1.02222
C -4.05764 -1.26578 1.02681
C -2.79538 -1.55708 0.12258
C -2.01305 -2.95499 0.20055
C 0.78199 0.50136 0.09267
C -0.24615 1.55373 0.68834
C -1.19345 1.20612 1.86147
C -2.14618 2.26524 2.40140
N -2.39755 3.61028 1.99711
C -1.53648 3.86688 0.88968
C -0.48277 3.00530 0.20500
C 2.21616 0.48515 0.73753
N 2.57317 1.40576 1.85940
C 2.74176 2.63886 1.38588
C 2.16814 3.91308 2.18149
C 3.48990 2.92586 -0.00951
C 3.34559 -0.50374 0.25725
N 4.70806 -0.63374 0.77438
S 5.34593 -1.89220 -0.19281
N 4.03958 -2.31532 -1.22045
C 2.89919 -1.46830 -0.90913
H 0.76379 -5.31072 -0.32499
H 2.23613 -4.16491 -0.43462
H 0.59483 -3.49446 0.06410
H -0.28600 -4.20210 -2.48366
H 1.49791 -4.76977 -2.76095
H 2.24616 -2.66907 -3.28386
H 0.49493 -2.15531 -3.54161
H -1.09782 0.43475 -2.50687
H -1.17982 -1.41279 -2.48795
H -2.80478 1.75989 -1.56551
H -4.85882 2.24052 -0.03554
H -5.73747 0.31125 1.69549
H -4.42587 -2.06879 1.77133
H -1.48671 -3.25180 -0.76846
H -2.78485 -3.79341 0.41411
H -1.29486 -2.97225 1.10873
H -1.17376 0.15817 2.31958
H -2.79174 1.93135 3.30353
H -1.67337 4.92614 0.44004
H 0.13197 3.42476 -0.66420
H 1.59732 3.61802 3.13158
H 3.03043 4.65822 2.39583
H 1.43783 4.46170 1.47821
H 2.73305 2.75349 -0.85161
H 3.76616 4.03416 -0.02166
H 4.40906 2.23819 -0.09313

---

[4]
61
Properties=species:S:1:pos:R:3 method="wB97M-V/def2-TZVPD" total_energy_ha=-1920.820136 max_force_ha_per_bohr=0.0215 homo_ev=-8.25 orbital_gap_ev=8.7
C -5.59740 -1.68045 -1.59870
C -4.43628 -1.65565 -0.67530
C -3.76073 -0.61204 -0.08483
C -2.74259 -1.22035 0.68181
N -1.82652 -0.51944 1.44121
C -0.67019 -0.91829 2.02134
O 0.04987 -0.10290 2.57016
C -0.34718 -2.39109 2.00204
S 1.44888 -2.57691 1.87513
C 1.67653 -1.72883 0.34947
N 0.60637 -1.31570 -0.23159
C 0.72591 -0.68052 -1.43633
C -0.42149 -0.19581 -2.07244
C -0.31088 0.43504 -3.29085
C 0.93233 0.60051 -3.90008
C 2.06870 0.11701 -3.29087
C 1.97661 -0.53089 -2.05899
C 3.17242 -1.05273 -1.40701
O 4.28551 -1.06820 -1.87978
N 2.93778 -1.59737 -0.13126
C 4.10719 -1.96069 0.64685
C 4.79233 -0.71989 1.22745
C 3.80838 0.23400 1.90923
C 3.20047 1.19227 0.88930
O 3.85486 1.69353 -0.00523
N 1.90017 1.48562 1.07605
C 1.24171 2.43047 0.19352
C -0.21282 2.59535 0.51492
C -0.64408 2.72686 1.83077
C -1.99086 2.87753 2.11655
C -2.92233 2.92137 1.09061
C -2.49644 2.81831 -0.22380
C -1.15196 2.65083 -0.50762
N -2.80010 -2.53902 0.57516
N -3.82518 -2.78309 -0.25069
H -5.94002 -0.66784 -1.78873
H -6.41785 -2.25328 -1.16778
H -5.32278 -2.14123 -2.54713
H -3.94983 0.43616 -0.18226
H -1.97291 0.48584 1.45886
H -0.84157 -2.90079 1.17823
H -0.62608 -2.84817 2.95184
H -1.37683 -0.32604 -1.58845
H -1.19864 0.80874 -3.78155
H 1.00008 1.10546 -4.85185
H 3.04512 0.22763 -3.73671
H 4.80095 -2.47819 -0.02145
H 3.79369 -2.64011 1.44212
H 5.55440 -1.05604 1.93092
H 5.28144 -0.17047 0.41960
H 3.03230 -0.30396 2.45365
H 4.35446 0.85667 2.62191
H 1.33288 0.99732 1.75851
H 1.36931 2.10377 -0.84608
H 1.75468 3.39891 0.28523
H 0.07398 2.71075 2.63573
H -2.31380 2.97071 3.14300
H -3.97165 3.04730 1.31588
H -3.21185 2.87344 -1.03208
H -0.82433 2.56985 -1.53313
H -4.05415 -3.73529 -0.48445